Below is an isolated ion of composition C3H9NO and charge +1 at a distorted geometry, with properties calculated with wB97M-V/def2-TZVPD.

- Net charge: +1
- Multiplicity: 2
- Expectation value of S²: 0.755
- Energy relative to the best compared isomer or geometry (same formula, charge and spin): 4.311 eV

Each line ends with the Löwdin spin population.
Atoms and positions in Å:
C 1.635 -1.507 -0.628  0.0481
O 0.587 -0.555 -0.509  0.5489
H 1.853 -1.819 0.364  0.0185
H 2.349 -0.916 -1.137  0.0010
H 1.396 -2.443 -1.168  0.0270
C -0.959 2.082 0.461  0.0009
C -0.472 -0.581 0.260  0.1580
N -1.403 0.595 0.193  0.0178
H -0.759 2.644 -0.543  -0.0003
H -1.512 2.779 1.029  0.0000
H -0.046 1.650 0.902  0.0013
H 0.081 -0.584 1.311  0.1144
H -0.820 -1.720 0.166  0.0576
H -1.930 0.376 -0.701  0.0068



Below is a 2-piece molecular cluster, C3H9NO2 overall at a distorted geometry, with properties calculated with wB97M-V/def2-TZVPD.

- Net charge: -1
- Multiplicity: 2
- Expectation value of S²: 0.750
- Energy relative to the best compared isomer or geometry (same formula, charge and spin): 0.786 eV

Each line ends with the Löwdin spin population.
Atoms and positions in Å:
C 0.980 0.778 -2.063  0.0703
C 1.969 0.178 -1.097  0.0415
N 1.688 -1.128 -0.654  0.0093
C 0.752 -1.234 0.444  0.2027
O 2.995 0.751 -0.791  0.0175
H -0.039 0.701 -1.698  0.0304
H 1.100 0.295 -3.036  0.0093
H 1.263 1.816 -2.191  0.0055
H 2.542 -1.642 -0.501  0.0093
H -0.231 -1.682 0.278  0.0581
H 1.158 -1.801 1.265  0.0327
H 0.498 -0.276 0.897  0.0481
H -4.262 0.618 3.209  0.1158
H -5.534 1.262 2.619  0.0518
O -4.879 1.362 3.320  0.2975